1.
The following is a DFT calculation (ωB97M-V/def2-TZVPD) of an isolated molecule of C18H10BrN3O4S2 at a distorted geometry.

Summary:
- highest occupied orbital energy (eV) = -8.418
- frontier orbital gap (Eh) = 0.2850
- energy (eV) = -123200.7676
- SMILES = NS(=O)(=O)c1ccc2c(c1)sc1nc(-c3cc4cc(Br)ccc4oc3=O)cn12
- molecular weight (g mol⁻¹) = 476.3
- LUMO energy (eV) = -0.663

Last column: Löwdin charge in e.
Element x y z (Å)
1 N 4.855 1.492 5.606  -0.086
2 S 5.382 0.292 4.629  0.630
3 O 6.579 0.919 4.102  -0.319
4 O 5.606 -0.803 5.572  -0.317
5 C 4.051 0.035 3.427  -0.270
6 C 4.387 -0.205 2.086  -0.048
7 C 3.359 -0.289 1.127  0.025
8 C 1.999 -0.054 1.487  -0.167
9 C 1.664 0.209 2.845  -0.413
10 C 2.711 0.204 3.804  -0.052
11 S -0.090 0.355 3.116  1.079
12 C -0.344 0.185 1.381  -0.558
13 N -1.352 0.190 0.537  0.129
14 C -0.772 -0.083 -0.700  -0.227
15 C -1.606 -0.143 -1.908  -0.056
16 C -2.969 -0.200 -1.714  0.073
17 C -3.872 -0.336 -2.840  -0.127
18 C -5.249 -0.578 -2.655  -0.061
19 C -6.081 -0.620 -3.739  -0.674
20 Br -7.980 -0.816 -3.591  0.728
21 C -5.549 -0.365 -4.999  -0.115
22 C -4.181 -0.204 -5.191  0.007
23 C -3.315 -0.177 -4.122  -0.182
24 O -1.954 -0.087 -4.345  0.137
25 C -1.085 -0.014 -3.282  -0.349
26 O 0.129 0.200 -3.394  0.088
27 C 0.572 -0.305 -0.611  0.033
28 N 0.834 -0.084 0.713  -0.032
29 H 5.327 1.281 6.483  0.076
30 H 5.201 2.376 5.251  0.075
31 H 5.443 -0.329 1.804  0.127
32 H 3.640 -0.528 0.120  0.108
33 H 2.468 0.394 4.844  0.113
34 H -3.412 -0.238 -0.713  0.127
35 H -5.695 -0.771 -1.688  0.115
36 H -6.241 -0.271 -5.849  0.110
37 H -3.717 -0.052 -6.172  0.135
38 H 1.257 -0.582 -1.420  0.139

2.
The following is a DFT calculation (ωB97M-V/def2-TZVPD) of a cluster of 2 separate species, CH3NSi in total at a distorted geometry.

Summary:
- highest occupied orbital energy (eV) = -9.206
- frontier orbital gap (Eh) = 0.2343
- energy (eV) = -10448.0778
- molecular weight (g mol⁻¹) = 57.1
- LUMO energy (eV) = -2.830

Last column: Löwdin charge in e.
Element x y z (Å)
1 C 3.027 0.139 -0.098  -0.360
2 N 1.875 -0.096 -0.229  -0.240
3 Si -1.045 0.065 -0.089  0.923
4 H -0.628 -0.136 1.243  -0.157
5 H -1.465 1.373 -0.585  -0.104
6 H -1.763 -1.346 -0.243  -0.061

3.
The following is a DFT calculation (ωB97M-V/def2-TZVPD) of an isolated molecule of C4H5ClN2O at a distorted geometry.

Summary:
- highest occupied orbital energy (alpha / beta) (eV) = -9.533 / -9.290
- frontier orbital gap (alpha / beta) (Eh) = 0.2892 / 0.2694
- energy (eV) = -21774.5980
- molecular weight (g mol⁻¹) = 132.6
- LUMO energy (alpha / beta) (eV) = -1.664 / -1.960

Last column: Löwdin charge in e.
Element x y z (Å)
1 C -1.745 0.071 0.124  -0.268
2 C 1.979 0.222 0.044  -0.459
3 C 0.075 -1.233 -0.611  -0.321
4 C -0.915 1.162 0.549  -0.393
5 N -1.351 -1.081 -0.249  0.074
6 N 0.837 -0.091 -0.582  0.066
7 O 2.267 1.300 0.466  0.008
8 Cl -1.175 2.746 -0.188  0.645
9 H -2.786 0.308 0.154  0.109
10 H 2.797 -0.701 0.039  0.169
11 H 0.427 -1.987 0.184  0.139
12 H 0.101 -1.972 -1.500  0.138
13 H -0.510 1.257 1.569  0.093

4.
The following is a DFT calculation (ωB97M-V/def2-TZVPD) of an isolated molecule of C7H12O3 at a distorted geometry.

Summary:
- highest occupied orbital energy (eV) = -9.474
- frontier orbital gap (Eh) = 0.3748
- energy (eV) = -13594.1330
- SMILES = C=C[C@H](CO)CCC(=O)O
- molecular weight (g mol⁻¹) = 144.2
- LUMO energy (eV) = 0.725

Last column: Löwdin charge in e.
Element x y z (Å)
1 C 0.921 2.437 1.608  -0.002
2 C 0.345 1.575 0.777  -0.185
3 C 0.923 0.212 0.481  -0.318
4 C 1.314 -0.060 -1.008  -0.204
5 O 2.026 -1.303 -0.901  -0.087
6 C -0.182 -0.826 0.902  -0.141
7 C -1.126 -1.418 -0.175  -0.090
8 C -2.050 -0.445 -0.988  -0.480
9 O -2.204 0.761 -0.894  0.083
10 O -2.716 -1.168 -1.908  0.083
11 H 0.386 3.481 1.775  0.093
12 H 1.758 2.241 2.275  0.051
13 H -0.674 1.671 0.432  0.086
14 H 1.761 -0.091 1.138  0.135
15 H 1.882 0.839 -1.408  0.139
16 H 0.505 -0.111 -1.628  0.072
17 H 2.833 -1.138 -0.320  0.124
18 H -0.571 -0.129 1.742  0.141
19 H 0.392 -1.774 1.178  0.129
20 H -0.577 -1.978 -0.835  0.074
21 H -1.784 -2.225 0.299  0.150
22 H -3.160 -0.549 -2.542  0.146

5.
The following is a DFT calculation (ωB97M-V/def2-TZVPD) of a structure of composition C59H71CaF6O4P2 at a distorted geometry.

Summary:
- highest occupied orbital energy (alpha / beta) (eV) = -6.658 / -6.640
- frontier orbital gap (alpha / beta) (Eh) = 0.2549 / 0.1456
- energy (eV) = -123857.0396
- molecular weight (g mol⁻¹) = 1060.2
- LUMO energy (alpha / beta) (eV) = 0.279 / -2.677
- spin multiplicity = 2
- ⟨S²⟩ = 0.780

Last column: Löwdin charge in e.
Element x y z (Å)
1 Ca 1.982 -0.762 0.921  1.427
2 C 4.249 -1.744 -1.566  -0.044
3 O 3.008 -1.332 -1.005  -0.288
4 C 2.060 -1.147 -2.000  -0.219
5 C 2.129 -0.004 -2.793  -0.105
6 C 3.127 1.080 -2.455  -0.077
7 C 2.397 2.281 -1.939  -0.137
8 C 2.307 3.435 -2.686  0.002
9 C 1.638 4.569 -2.232  -0.185
10 C 0.966 4.447 -1.015  -0.016
11 C 1.018 3.309 -0.245  -0.142
12 C 0.166 3.189 0.981  -0.079
13 C -1.056 2.381 0.592  -0.116
14 C -1.854 2.749 -0.476  0.039
15 C -2.934 1.974 -0.888  -0.152
16 C -3.095 0.731 -0.285  0.034
17 C -2.316 0.333 0.799  -0.133
18 C -2.560 -0.975 1.503  -0.054
19 C -1.890 -2.204 0.928  -0.065
20 C -2.462 -3.434 1.170  0.023
21 C -1.883 -4.641 0.763  -0.126
22 C -0.807 -4.553 -0.121  0.043
23 C -0.208 -3.349 -0.417  -0.073
24 C 0.986 -3.325 -1.338  -0.050
25 C 1.078 -2.108 -2.223  -0.128
26 C 0.230 -1.954 -3.316  0.039
27 C 0.354 -0.885 -4.194  -0.149
28 C 1.271 0.115 -3.874  0.043
29 C -0.406 -0.790 -5.511  -0.553
30 C 0.627 -0.759 -6.649  -0.042
31 C -1.236 0.496 -5.549  -0.043
32 C -1.353 -1.969 -5.744  -0.063
33 C -0.620 -2.145 0.257  -0.248
34 O 0.121 -1.117 0.284  -0.130
35 C -2.357 -5.950 1.368  -0.549
36 C -2.187 -5.827 2.893  -0.033
37 C -1.527 -7.149 0.901  -0.057
38 C -3.830 -6.214 1.037  -0.034
39 C -1.360 1.215 1.297  -0.197
40 O -0.735 0.990 2.518  -0.189
41 C -1.098 1.966 3.483  -0.059
42 C -3.889 2.560 -1.923  -0.549
43 C -4.469 3.867 -1.358  -0.044
44 C -3.130 2.859 -3.220  -0.031
45 C -5.064 1.637 -2.254  -0.064
46 C 1.799 2.172 -0.641  -0.310
47 O 1.969 1.161 0.119  -0.238
48 C 1.585 5.874 -3.005  -0.562
49 C 0.130 6.151 -3.408  -0.049
50 C 2.441 5.840 -4.272  -0.068
51 C 2.093 7.016 -2.112  -0.049
52 H 4.552 -1.096 -2.392  0.102
53 H 4.173 -2.766 -1.946  0.108
54 H 5.006 -1.706 -0.786  0.095
55 H 3.718 1.342 -3.335  0.129
56 H 3.782 0.741 -1.650  0.114
57 H 2.783 3.443 -3.654  0.101
58 H 0.382 5.282 -0.648  0.112
59 H -0.108 4.183 1.347  0.128
60 H 0.720 2.646 1.750  0.108
61 H -1.626 3.671 -0.989  0.113
62 H -3.871 0.057 -0.614  0.111
63 H -3.636 -1.170 1.532  0.130
64 H -2.207 -0.853 2.532  0.106
65 H -3.373 -3.460 1.752  0.122
66 H -0.407 -5.448 -0.574  0.118
67 H 0.956 -4.221 -1.966  0.137
68 H 1.889 -3.377 -0.726  0.110
69 H -0.504 -2.725 -3.487  0.113
70 H 1.357 0.997 -4.491  0.122
71 H 1.276 0.108 -6.561  0.078
72 H 0.125 -0.711 -7.612  0.083
73 H 1.243 -1.655 -6.626  0.090
74 H -0.617 1.377 -5.413  0.081
75 H -1.978 0.472 -4.756  0.066
76 H -1.751 0.585 -6.503  0.089
77 H -0.811 -2.911 -5.757  0.083
78 H -1.841 -1.852 -6.710  0.084
79 H -2.125 -2.009 -4.979  0.084
80 H -1.152 -5.596 3.137  0.087
81 H -2.454 -6.763 3.378  0.090
82 H -2.822 -5.043 3.297  0.079
83 H -0.476 -7.010 1.139  0.091
84 H -1.632 -7.311 -0.168  0.087
85 H -1.869 -8.046 1.412  0.089
86 H -4.462 -5.393 1.365  0.077
87 H -4.160 -7.120 1.542  0.089
88 H -3.962 -6.344 -0.035  0.091
89 H -1.340 2.918 3.011  0.095
90 H -0.257 2.112 4.158  0.087
91 H -1.969 1.629 4.054  0.103
92 H -3.694 4.613 -1.213  0.077
93 H -4.952 3.684 -0.401  0.090
94 H -5.208 4.274 -2.045  0.082
95 H -2.257 3.478 -3.039  0.072
96 H -3.773 3.376 -3.930  0.089
97 H -2.794 1.931 -3.670  0.056
98 H -5.663 1.443 -1.368  0.084
99 H -4.722 0.692 -2.666  0.080
100 H -5.705 2.114 -2.993  0.084
101 H -0.250 5.341 -4.026  0.081
102 H 0.064 7.077 -3.974  0.080
103 H -0.509 6.240 -2.535  0.072
104 H 2.083 5.085 -4.966  0.079
105 H 3.481 5.639 -4.033  0.086
106 H 2.391 6.803 -4.774  0.081
107 H 1.474 7.134 -1.227  0.072
108 H 2.084 7.957 -2.656  0.079
109 H 3.111 6.820 -1.789  0.088
110 F 4.097 -1.357 1.407  -0.228
111 P 3.889 -2.919 1.935  0.213
112 F 2.252 -2.636 1.786  -0.319
113 F 3.554 -4.383 2.488  -0.114
114 F 5.474 -3.114 1.982  -0.107
115 F 3.858 -3.484 0.424  -0.132
116 F 3.894 -2.353 3.436  -0.116
117 C 0.939 -2.824 4.363  -0.236
118 P 0.823 -1.073 3.731  1.063
119 C -0.280 -0.499 5.090  -0.376
120 C -1.525 -1.107 5.219  -0.117
121 C -2.403 -0.722 6.215  -0.082
122 C -2.045 0.273 7.111  -0.088
123 C -0.810 0.886 6.990  -0.076
124 C 0.065 0.502 5.990  -0.112
125 C 2.384 -0.344 4.367  -0.411
126 C 2.976 -0.736 5.564  -0.105
127 C 4.172 -0.172 5.966  -0.070
128 C 4.784 0.800 5.189  -0.073
129 C 4.202 1.198 3.997  -0.062
130 C 3.006 0.628 3.591  -0.120
131 H 0.234 -3.433 3.796  0.024
132 H 0.688 -2.875 5.421  0.048
133 H 1.935 -3.226 4.207  0.020
134 H -1.802 -1.895 4.532  0.096
135 H -3.367 -1.202 6.297  0.102
136 H -2.723 0.567 7.899  0.101
137 H -0.521 1.670 7.675  0.106
138 H 1.022 0.997 5.913  0.104
139 H 2.517 -1.504 6.167  0.112
140 H 4.633 -0.502 6.885  0.105
141 H 5.721 1.230 5.510  0.103
142 H 4.685 1.945 3.382  0.111
143 H 2.557 0.933 2.648  0.071

6.
The following is a DFT calculation (ωB97M-V/def2-TZVPD) of a structure of composition C3H5BrClO4P at a distorted geometry.

Summary:
- highest occupied orbital energy (eV) = -0.235
- frontier orbital gap (Eh) = 0.2105
- energy (eV) = -103237.0932
- charge = -2
- molecular weight (g mol⁻¹) = 251.4
- LUMO energy (eV) = 5.492

Last column: Löwdin charge in e.
Element x y z (Å)
1 C 1.209 1.570 0.761  -0.178
2 C 0.166 0.654 0.210  -0.393
3 C -0.065 -0.684 0.800  -1.263
4 O -0.258 -0.306 -2.489  -0.458
5 O -1.399 -2.704 -2.163  -0.462
6 O -2.141 -0.611 -0.797  -0.543
7 O 0.111 -1.735 -0.272  -0.389
8 P -1.089 -1.300 -1.651  0.133
9 Cl 1.326 -1.052 1.877  0.535
10 Br -1.662 -0.945 1.727  0.721
11 H 0.838 2.079 1.679  0.063
12 H 2.219 1.216 1.103  0.035
13 H 1.352 2.255 -0.098  0.070
14 H 0.146 0.413 -0.862  0.057
15 H -0.753 1.150 0.177  0.073